# 1
Molecular formula: C28H56O28S6
Method: DFT, ωB97M-V/def2-TZVPD

```
118
Properties=species:S:1:pos:R:3
C 1.118 -4.250 1.773
C 1.791 -5.219 2.724
C 0.602 -5.708 3.585
O -0.483 -5.828 2.691
C -0.279 -4.885 1.610
H 1.517 -4.293 0.758
H 1.235 -3.247 2.179
H 2.420 -4.802 3.514
H 2.297 -6.028 2.201
H 0.352 -5.001 4.384
H 0.907 -6.639 4.068
H -1.181 -4.268 1.626
H -0.309 -5.446 0.674
C -0.957 5.209 2.668
C -1.027 4.745 1.191
C 0.302 5.271 0.607
O 0.956 5.884 1.696
C -0.094 6.439 2.508
H -0.594 4.492 3.398
H -2.013 5.410 2.875
H -1.913 5.257 0.808
H -1.277 3.685 1.132
H 0.143 5.925 -0.260
H 0.937 4.475 0.211
H -0.533 7.311 2.019
H 0.344 6.702 3.471
C -4.003 1.608 -1.090
C -3.184 0.959 -2.198
C -3.228 -0.495 -1.731
O -3.180 -0.405 -0.289
C -3.452 0.904 0.146
H -5.066 1.363 -1.176
H -3.990 2.697 -1.048
H -2.136 1.270 -2.258
H -3.470 0.975 -3.254
H -2.540 -1.260 -2.092
H -4.229 -0.928 -1.863
H -2.512 1.365 0.480
H -4.133 1.123 0.976
C 1.137 -0.297 -0.574
C 0.152 -1.124 0.240
C -0.161 -0.272 1.466
O -0.067 1.067 0.935
C 0.832 1.168 -0.173
H 1.042 -0.527 -1.633
H 2.183 -0.481 -0.348
H 0.574 -2.072 0.589
H -0.711 -1.440 -0.345
H 0.483 -0.449 2.325
H -1.226 -0.423 1.648
H 1.760 1.632 0.171
H 0.279 1.789 -0.879
C -3.010 0.576 4.820
C -4.425 -0.023 4.794
O -5.331 1.062 4.575
S -4.767 2.417 5.268
O -5.211 2.492 6.632
O -4.923 3.540 4.383
O -3.189 1.902 5.249
H -2.476 0.428 3.882
H -2.501 -0.007 5.589
H -4.615 -0.397 5.798
H -4.488 -0.781 4.020
C 4.724 1.404 5.884
C 4.807 0.021 6.622
O 3.531 -0.579 6.393
S 2.462 0.445 5.741
O 1.846 1.150 6.851
O 1.701 -0.248 4.743
O 3.631 1.324 5.015
H 5.615 1.591 5.291
H 4.636 2.172 6.654
H 5.164 0.138 7.642
H 5.508 -0.631 6.103
C -0.039 -5.183 -5.438
C 0.948 -3.984 -5.384
O 1.457 -4.040 -4.045
S 0.290 -4.497 -3.007
O -0.477 -3.329 -2.671
O 0.858 -5.290 -1.973
O -0.543 -5.358 -4.122
H 0.414 -6.114 -5.772
H -0.890 -4.906 -6.059
H 0.371 -3.066 -5.472
H 1.771 -4.152 -6.067
C -0.702 0.024 -5.316
C 0.007 -0.091 -3.960
O 1.330 -0.606 -4.222
S 1.785 -0.224 -5.753
O 2.648 -1.234 -6.311
O 2.133 1.154 -5.912
O 0.254 -0.520 -6.238
H -0.980 1.022 -5.650
H -1.553 -0.651 -5.387
H -0.367 -0.850 -3.273
H 0.208 0.796 -3.359
C -2.909 5.312 -5.039
C -2.088 4.653 -6.170
O -1.034 3.985 -5.534
S -0.767 4.465 -3.977
O 0.130 5.570 -4.015
O -0.473 3.342 -3.158
O -2.311 4.960 -3.810
H -3.899 4.862 -4.937
H -2.960 6.395 -5.156
H -1.680 5.439 -6.809
H -2.739 4.007 -6.757
C 4.084 -3.895 -1.013
C 3.924 -2.355 -1.077
O 3.815 -2.004 0.280
S 4.926 -2.772 1.106
O 4.490 -2.851 2.457
O 6.266 -2.382 0.737
O 4.620 -4.141 0.281
H 4.777 -4.191 -1.802
H 3.119 -4.376 -1.152
H 2.990 -2.095 -1.573
H 4.690 -1.761 -1.577
```

Values from the calculation:
frontier orbital gap: 0.3360 Ha
E_HOMO: -9.15 eV
E_LUMO: -0.007 eV

---

# 2
Molecular formula: C23H24BrO4
Method: DFT, ωB97M-V/def2-TZVPD

```
52
Properties=species:S:1:pos:R:3
O -1.470 2.234 5.540
C -1.300 2.909 4.530
O -0.974 4.219 4.586
C 0.013 4.682 3.656
C 1.386 4.813 4.276
C 1.945 3.493 4.769
C 2.426 2.609 3.603
C 1.822 1.204 3.662
C 1.729 0.535 2.269
C 2.818 0.924 1.276
C 2.456 0.378 -0.125
Br 2.354 1.825 -1.467
H -1.548 2.488 3.547
H -0.313 5.677 3.366
H 0.044 4.082 2.749
H 1.265 5.497 5.116
H 2.041 5.274 3.543
H 2.811 3.717 5.389
H 1.248 2.971 5.412
H 2.153 3.154 2.674
H 3.512 2.535 3.650
H 0.787 1.362 3.982
H 0.734 0.664 1.812
H 1.839 -0.542 2.413
H 2.939 1.990 1.173
H 3.742 0.427 1.549
H 3.142 -0.376 -0.483
H 1.461 -0.038 -0.121
C -2.417 0.389 -5.106
C -1.872 0.840 -3.908
C -1.409 -0.066 -2.971
C -1.495 -1.428 -3.224
C -2.060 -1.882 -4.418
C -2.512 -0.968 -5.361
C -2.203 -3.339 -4.693
O -2.689 -3.737 -5.732
C -1.738 -4.298 -3.651
C -1.908 -5.661 -3.860
C -1.471 -6.566 -2.908
C -0.854 -6.114 -1.746
C -0.686 -4.757 -1.530
C -1.134 -3.845 -2.477
C -0.972 -2.387 -2.211
O -0.434 -1.997 -1.199
H -2.771 1.101 -5.841
H -1.807 1.901 -3.707
H -0.978 0.283 -2.042
H -2.938 -1.324 -6.288
H -2.385 -6.006 -4.766
H -1.608 -7.626 -3.071
H -0.508 -6.823 -1.006
H -0.212 -4.398 -0.627
```

Values from the calculation:
frontier orbital gap: 0.0670 Ha
E_HOMO: -1.22 eV
E_LUMO: 0.603 eV
total charge: -1

---

# 3
Molecular formula: C6H12O
Method: DFT, ωB97M-V/def2-TZVPD

```
19
Properties=species:S:1:pos:R:3
C -1.511 -2.234 -0.589
C -0.967 -0.271 -0.554
O -1.182 -1.174 0.727
C 0.491 -0.018 -0.681
C 0.982 1.353 -1.070
C 1.290 0.844 0.305
C 0.653 1.486 1.518
H -0.805 -2.396 -1.404
H -2.519 -2.058 -0.951
H -1.504 -3.118 0.079
H -1.510 0.650 -0.309
H -0.305 -1.343 1.122
H 1.076 -0.837 -1.110
H 0.230 2.135 -1.154
H 1.786 1.434 -1.797
H 2.321 0.525 0.458
H -0.407 1.699 1.344
H 1.147 2.435 1.760
H 0.723 0.843 2.404
```

Values from the calculation:
frontier orbital gap: 0.2818 Ha
E_HOMO: -6.74 eV
E_LUMO: 0.928 eV

---

# 4
Molecular formula: C26H27F2N2O
Method: DFT, ωB97M-V/def2-TZVPD

```
58
Properties=species:S:1:pos:R:3
F -3.112 1.385 3.965
C -2.675 0.476 3.058
C -3.502 0.196 1.981
C -3.282 -1.011 1.323
C -2.171 -1.793 1.655
C -1.169 -1.327 2.542
C 0.194 -2.086 2.679
C 1.447 -1.081 2.261
C 2.606 -1.703 1.785
C 3.800 -1.008 1.641
C 3.821 0.383 1.586
C 2.585 1.024 1.736
F 2.537 2.396 1.613
C 1.424 0.337 2.124
C -1.483 -0.203 3.311
H -4.380 0.774 1.704
H -3.945 -1.383 0.538
H -2.071 -2.803 1.228
H 0.232 -2.826 1.776
H 2.668 -2.755 1.505
H 4.751 -1.544 1.572
H 4.730 0.969 1.469
H 0.536 0.916 2.350
H -0.831 0.188 4.078
C 2.004 -4.900 6.565
N 1.091 -4.058 5.777
C 1.544 -3.379 4.576
C 2.547 -2.292 4.942
C 2.030 -4.412 3.585
N 0.272 -2.664 4.079
C -0.914 -3.387 4.729
C -1.689 -4.365 3.870
C -3.045 -3.914 3.356
C -3.809 -2.946 4.021
C -5.050 -2.563 3.518
C -5.574 -3.144 2.360
C -4.801 -4.085 1.669
C -3.552 -4.459 2.161
C -0.282 -4.107 5.928
O -0.876 -4.612 6.890
H 1.491 -5.306 7.452
H 2.422 -5.740 5.982
H 2.866 -4.312 6.903
H 2.142 -1.694 5.766
H 3.479 -2.801 5.191
H 2.698 -1.671 4.075
H 1.469 -5.347 3.686
H 1.976 -4.043 2.571
H 3.069 -4.603 3.843
H 0.283 -1.829 4.680
H -1.583 -2.640 5.165
H -1.047 -4.780 3.069
H -1.892 -5.231 4.527
H -3.457 -2.481 4.944
H -5.605 -1.755 4.002
H -6.564 -2.872 1.982
H -5.173 -4.527 0.736
H -2.926 -5.179 1.623
```

Values from the calculation:
frontier orbital gap: 0.3369 Ha
E_HOMO: -11.72 eV
E_LUMO: -2.554 eV
total charge: +1
SMILES string: CN1C(=O)[C@H](Cc2ccccc2)[N@H+](C(c2cccc(F)c2)c2cccc(F)c2)C1(C)C

---

# 5
Molecular formula: C21H31BrN4O2
Method: DFT, ωB97M-V/def2-TZVPD

```
59
Properties=species:S:1:pos:R:3
C -3.311 -3.422 -6.109
C -3.090 -2.538 -4.893
N -2.131 -1.477 -5.143
C -2.551 -0.495 -6.135
C -1.604 0.666 -5.888
C -1.543 0.715 -4.359
C -1.736 -0.751 -3.929
C -0.460 -1.374 -3.371
N -0.029 -0.764 -2.127
C -0.958 -0.371 -1.081
C -0.035 0.095 0.051
C -0.667 1.179 0.904
O -1.318 2.082 0.420
N -0.395 1.078 2.240
C -0.839 1.978 3.243
C -2.138 2.451 3.269
C -2.567 3.286 4.290
C -1.669 3.614 5.286
Br -2.228 4.735 6.710
C -0.361 3.163 5.279
C 0.082 2.346 4.238
N 1.375 1.835 4.173
C 2.446 2.356 5.019
C 2.833 3.790 4.664
C 3.640 1.420 4.901
C 1.200 0.609 -0.700
C 1.188 -0.160 -2.011
O 2.089 -0.206 -2.821
H -3.972 -4.252 -5.857
H -3.771 -2.870 -6.928
H -2.361 -3.827 -6.460
H -4.056 -2.117 -4.558
H -2.711 -3.148 -4.070
H -2.475 -0.902 -7.143
H -3.598 -0.180 -5.974
H -0.623 0.434 -6.305
H -1.951 1.599 -6.329
H -0.605 1.128 -3.986
H -2.352 1.335 -3.969
H -2.534 -0.819 -3.175
H -0.615 -2.448 -3.226
H 0.352 -1.252 -4.087
H -1.603 0.455 -1.395
H -1.587 -1.212 -0.780
H 0.245 -0.765 0.664
H 0.122 0.271 2.553
H -2.815 2.166 2.478
H -3.579 3.662 4.311
H 0.308 3.462 6.071
H 1.680 1.684 3.220
H 2.087 2.318 6.050
H 3.581 4.172 5.361
H 3.260 3.822 3.659
H 1.973 4.458 4.686
H 4.460 1.764 5.530
H 3.371 0.406 5.196
H 4.003 1.395 3.870
H 1.096 1.670 -0.940
H 2.142 0.464 -0.176
```

Values from the calculation:
frontier orbital gap: 0.3185 Ha
E_HOMO: -8.25 eV
E_LUMO: 0.413 eV
SMILES string: CCN1CCC[C@@H]1CN1C[C@H](C(=O)Nc2ccc(Br)cc2NC(C)C)CC1=O

---

# 6
Molecular formula: C40H48Cl3N3O3PtSb
Method: DFT, ωB97M-V/def2-TZVPD

```
99
Properties=species:S:1:pos:R:3
Pt -0.076 -0.453 -0.593
C 1.587 1.698 -3.097
C 0.368 2.289 -3.803
C -0.070 3.590 -3.122
C -0.784 1.315 -3.990
C -1.118 0.952 -5.294
C -2.248 0.197 -5.570
C -3.074 -0.195 -4.532
C -2.762 0.114 -3.213
C -3.718 -0.311 -2.108
C -4.049 -1.803 -2.138
C -5.003 0.520 -2.179
C -1.594 0.849 -2.953
N -1.222 1.077 -1.595
C -1.909 1.987 -0.890
O -2.706 2.820 -1.295
C -1.621 1.912 0.592
C -1.961 2.884 1.522
C -1.592 2.679 2.843
C -0.920 1.513 3.215
C -0.641 0.591 2.228
N -0.991 0.816 0.968
C 0.140 -0.677 2.415
O 0.220 -1.208 3.575
N 0.733 -1.103 1.331
C 1.778 -2.083 1.453
C 3.021 -1.655 1.931
C 4.051 -2.586 1.999
C 3.869 -3.893 1.583
C 2.640 -4.286 1.081
C 1.577 -3.393 1.011
C 0.226 -3.882 0.530
C -0.451 -4.695 1.639
C 0.312 -4.707 -0.755
C 3.289 -0.218 2.344
C 4.491 0.365 1.597
C 3.485 -0.108 3.858
H 2.355 2.465 -2.971
H 2.025 0.880 -3.673
H 1.324 1.331 -2.103
H 0.686 2.546 -4.816
H -0.113 3.472 -2.038
H -1.054 3.911 -3.459
H 0.648 4.382 -3.341
H -0.503 1.311 -6.110
H -2.495 -0.058 -6.593
H -3.983 -0.741 -4.751
H -3.233 -0.113 -1.149
H -4.591 -2.077 -3.045
H -4.693 -2.054 -1.292
H -3.149 -2.415 -2.079
H -5.506 0.352 -3.134
H -4.791 1.584 -2.087
H -5.692 0.228 -1.385
H -2.483 3.768 1.187
H -1.814 3.432 3.588
H -0.605 1.326 4.232
H 5.017 -2.279 2.381
H 4.683 -4.603 1.646
H 2.501 -5.307 0.749
H -0.404 -3.011 0.319
H 0.094 -5.625 1.811
H -1.479 -4.951 1.375
H -0.445 -4.141 2.582
H 0.704 -5.707 -0.564
H 0.965 -4.235 -1.492
H -0.679 -4.826 -1.197
H 2.422 0.385 2.068
H 5.418 -0.133 1.883
H 4.602 1.425 1.831
H 4.376 0.267 0.516
H 4.381 -0.651 4.166
H 2.637 -0.526 4.402
H 3.610 0.935 4.153
Cl 3.045 -2.789 -6.723
C 1.981 -2.577 -5.412
C 2.492 -2.062 -4.204
C 1.634 -1.865 -3.171
Cl 2.220 -1.358 -1.635
C 0.209 -2.129 -3.269
O -0.599 -1.840 -2.367
C -0.218 -2.786 -4.499
Cl -1.812 -3.361 -4.591
C 0.645 -2.962 -5.546
H 3.546 -1.844 -4.106
H 0.299 -3.411 -6.466
C -2.810 -3.961 5.143
Sb -1.819 -2.253 4.288
C -2.773 -0.675 5.332
C -2.825 -2.121 2.427
H -3.875 -3.768 5.010
H -2.557 -4.041 6.196
H -2.507 -4.859 4.612
H -3.763 -1.050 5.591
H -2.856 0.179 4.668
H -2.235 -0.397 6.234
H -3.692 -1.480 2.587
H -3.143 -3.118 2.133
H -2.197 -1.697 1.647
```

Values from the calculation:
frontier orbital gap (alpha / beta): 0.2699 / 0.1917 Ha
spin multiplicity: 5
⟨S²⟩: 6.048
E_HOMO (alpha / beta): -9.99 / -10.58 eV
E_LUMO (alpha / beta): -2.650 / -5.366 eV
total charge: +1

---

| no. | strongest force on any atom (eV Å⁻¹) | E (Ha) |
| --- | --- | --- |
| 1 | 2.3 | -5596.033708 |
| 2 | 2.8 | -3765.751845 |
| 3 | 0.5 | -310.820832 |
| 4 | 3.6 | -1391.164183 |
| 5 | 0.2 | -3762.387362 |
| 6 | 0.4 | -3682.851122 |